Below is one molecule with the formula C15H18N4O3, with properties calculated with wB97M-V/def2-TZVPD.

Bonds (Å) are listed after each position.
Positions of all 40 atoms, in Å:
1 N -3.37688 3.16504 0.33668  C2 1.523, H23 1.106, H24 0.964
2 C -2.43744 1.96842 0.41692  N1 1.523, C3 1.589, C10 1.489, H25 1.044
3 C -3.33859 0.97126 -0.43059  C2 1.589, C4 1.548, H26 1.081, H27 1.133
4 C -3.26544 -0.54094 -0.10984  C3 1.548, C5 1.454, C9 1.451
5 C -3.00375 -1.45141 -1.21299  C4 1.454, C6 1.402, H28 1.089
6 C -2.86934 -2.81069 -0.89534  C5 1.402, C7 1.435, H29 1.100
7 C -2.73600 -3.26976 0.45734  C6 1.435, C8 1.412, H30 1.072
8 C -2.95904 -2.35010 1.50567  C7 1.412, C9 1.342, H31 1.149
9 C -3.23973 -1.06388 1.24355  C4 1.451, C8 1.342, H32 1.069
10 C -1.07282 2.11353 -0.16124  C2 1.489, O11 1.276, N12 1.327
11 O -0.55116 3.13991 -0.71190  C10 1.276
12 N -0.30808 1.03795 -0.02387  C10 1.327, C13 1.515, H33 0.994
13 C 1.17701 0.84453 -0.25479  N12 1.515, C14 1.605, C20 1.452, H34 1.126
14 C 1.82815 0.54319 1.18037  C13 1.605, C15 1.513, H35 1.049, H36 1.136
15 C 3.25034 0.16229 0.83151  C14 1.513, C16 1.331, N19 1.438
16 C 4.32091 0.86788 0.47289  C15 1.331, N17 1.406, H37 1.090
17 N 5.38647 0.00194 0.17230  C16 1.406, C18 1.363, H38 0.992
18 C 4.74403 -1.19229 0.30529  N17 1.363, N19 1.237, H39 1.058
19 N 3.55606 -1.23088 0.64872  C15 1.438, C18 1.237
20 C 1.53560 -0.29442 -1.08067  C13 1.452, O21 1.161, O22 1.292
21 O 2.55450 -0.39731 -1.62828  C20 1.161
22 O 0.67544 -1.24880 -0.94699  C20 1.292, H40 0.996
23 H -3.25208 3.63305 1.33141  N1 1.106
24 H -3.01099 3.94077 -0.10382  N1 0.964
25 H -2.45938 1.55299 1.37436  C2 1.044
26 H -3.22238 1.01772 -1.50421  C3 1.081
27 H -4.28538 1.44003 -0.02202  C3 1.133
28 H -2.96547 -1.19258 -2.27025  C5 1.089
29 H -2.87055 -3.47811 -1.76952  C6 1.100
30 H -2.65640 -4.32270 0.64242  C7 1.072
31 H -2.86959 -2.67896 2.60338  C8 1.149
32 H -3.48245 -0.35165 2.00314  C9 1.069
33 H -0.67827 0.28533 0.50967  N12 0.994
34 H 1.38845 1.80601 -0.80198  C13 1.126
35 H 1.69016 1.20228 1.98407  C14 1.049
36 H 1.34715 -0.41877 1.54567  C14 1.136
37 H 4.64344 1.86885 0.75982  C16 1.090
38 H 6.24654 -0.04741 -0.31859  N17 0.992
39 H 5.41550 -1.97562 0.06996  C18 1.058
40 H 1.18529 -2.03577 -1.28140  O22 0.996

- structure (SMILES) = N[C@@H](Cc1ccccc1)C(=O)N[C@@H](Cc1c[nH]cn1)C(=O)O
- ΔE to the lowest compared entry with this formula, charge and spin (kJ/mol) = 369.5
- frontier orbital gap (eV) = 9.53

---

Below is one molecule with the formula C15H18N4O4, with properties calculated with wB97M-V/def2-TZVPD.

Bonds (Å) are listed after each position.
Positions of all 41 atoms, in Å:
1 N 1.38627 5.49146 -0.87200  C2 1.367, H24 0.976, H25 1.021
2 C 2.22798 4.41378 -0.87684  N1 1.367, O3 1.204, C4 1.493
3 O 3.39333 4.48855 -0.58462  C2 1.204
4 C 1.56683 3.14399 -1.30048  C2 1.493, C5 1.531, H26 1.093, H27 1.055
5 C 1.46097 2.15415 -0.13730  C4 1.531, N6 1.463, C21 1.504, H28 1.076
6 N 1.52900 0.77796 -0.62907  C5 1.463, C7 1.348, H29 1.033
7 C 0.67901 0.19959 -1.50119  N6 1.348, O8 1.210, C9 1.585
8 O -0.21411 0.77800 -2.07815  C7 1.210
9 C 0.87417 -1.34827 -1.77857  C7 1.585, N10 1.508, C11 1.600, H30 1.169
10 N 1.69792 -1.99323 -0.69295  C9 1.508, H31 0.989, H32 1.070
11 C -0.52277 -2.12122 -1.88598  C9 1.600, C12 1.474, H33 1.132, H34 1.095
12 C -1.27069 -2.02527 -0.61897  C11 1.474, C13 1.394, C20 1.461
13 C -1.82042 -0.89706 -0.01124  C12 1.394, N14 1.336, H35 1.064
14 N -2.03773 -1.05355 1.29722  C13 1.336, C15 1.419, H36 1.017
15 C -1.85641 -2.42897 1.59302  N14 1.419, C16 1.411, C20 1.385
16 C -2.11099 -3.10186 2.80633  C15 1.411, C17 1.397, H37 1.072
17 C -1.97206 -4.49013 2.73342  C16 1.397, C18 1.388, H38 1.088
18 C -1.50676 -5.11635 1.58533  C17 1.388, C19 1.395, H39 1.117
19 C -1.22157 -4.39049 0.42918  C18 1.395, C20 1.370, H40 1.114
20 C -1.44381 -3.03846 0.41991  C12 1.461, C15 1.385, C19 1.370
21 C 0.19746 2.35071 0.65383  C5 1.504, O22 1.214, O23 1.381
22 O -0.70546 1.56143 0.84205  C21 1.214
23 O 0.18883 3.63438 1.16401  C21 1.381, H41 1.012
24 H 1.63623 6.29404 -0.37535  N1 0.976
25 H 0.41258 5.19395 -0.95266  N1 1.021
26 H 2.21986 2.81517 -2.11291  C4 1.093
27 H 0.58342 3.22723 -1.67257  C4 1.055
28 H 2.27113 2.25106 0.56485  C5 1.076
29 H 2.28232 0.25253 -0.15625  N6 1.033
30 H 1.34853 -1.48156 -2.83832  C9 1.169
31 H 1.32859 -1.72378 0.18360  N10 0.989
32 H 1.81106 -3.03509 -0.90874  N10 1.070
33 H -1.10220 -1.58108 -2.69436  C11 1.132
34 H -0.37804 -3.19567 -2.03695  C11 1.095
35 H -1.85423 0.12670 -0.29978  C13 1.064
36 H -2.04676 -0.17574 1.81066  N14 1.017
37 H -2.40515 -2.66008 3.73745  C16 1.072
38 H -2.10978 -5.02834 3.66876  C17 1.088
39 H -1.46094 -6.21913 1.75521  C18 1.117
40 H -0.89589 -4.88283 -0.51607  C19 1.114
41 H -0.65538 3.74050 1.71207  O23 1.012

- structure (SMILES) = NC(=O)C[C@H](NC(=O)[C@@H](N)Cc1c[nH]c2ccccc12)C(=O)O
- ΔE to the lowest compared entry with this formula, charge and spin (kJ/mol) = 195.4
- frontier orbital gap (eV) = 7.55

---

Below is one molecule with the formula C15H18N4O4, with properties calculated with wB97M-V/def2-TZVPD.

Bonds (Å) are listed after each position.
Positions of all 41 atoms, in Å:
1 N 1.01727 -2.03584 -1.41266  C2 1.462, H24 1.019, H25 1.065
2 C 0.99979 -1.88085 0.04110  N1 1.462, C3 1.566, C9 1.524, H26 1.104
3 C 2.39590 -2.11949 0.70868  C2 1.566, C4 1.526, H27 1.138, H28 1.138
4 C 3.51058 -1.24335 0.14504  C3 1.526, C5 1.380, N8 1.317
5 C 4.70375 -0.97681 0.78608  C4 1.380, N6 1.386, H29 1.078
6 N 5.37909 -0.14127 -0.09000  C5 1.386, C7 1.361, H30 1.004
7 C 4.53594 0.08136 -1.13427  N6 1.361, N8 1.309, H31 1.104
8 N 3.38588 -0.51552 -0.94576  C4 1.317, C7 1.309
9 C 0.52511 -0.49493 0.46128  C2 1.524, O10 1.211, N11 1.343
10 O 0.64583 -0.16984 1.62161  C9 1.211
11 N -0.05969 0.23521 -0.50245  C9 1.343, C12 1.426, H32 1.024
12 C -0.46575 1.58903 -0.30973  N11 1.426, C13 1.576, C21 1.590, H33 1.097
13 C -1.56941 1.71968 0.80757  C12 1.576, C14 1.534, H34 1.101, H35 1.107
14 C -2.74670 0.80044 0.45791  C13 1.534, C15 1.394, C20 1.420
15 C -3.60782 1.09675 -0.59688  C14 1.394, C16 1.391, H36 1.074
16 C -4.67574 0.26010 -0.90558  C15 1.391, C17 1.406, H37 1.074
17 C -4.89191 -0.94620 -0.21662  C16 1.406, O18 1.362, C19 1.404
18 O -5.99239 -1.66876 -0.56494  C17 1.362, H38 0.966
19 C -3.98089 -1.29704 0.79279  C17 1.404, C20 1.362, H39 1.081
20 C -2.92618 -0.47560 1.05341  C14 1.420, C19 1.362, H40 1.096
21 C 0.72666 2.60946 -0.05762  C12 1.590, O22 1.224, O23 1.304
22 O 0.31217 3.74737 0.11654  C21 1.224
23 O 1.97777 2.24338 -0.01357  C21 1.304, H41 1.000
24 H 0.97067 -3.04027 -1.58042  N1 1.019
25 H 1.98086 -1.74375 -1.75942  N1 1.065
26 H 0.25740 -2.56380 0.49085  C2 1.104
27 H 2.48020 -1.85646 1.81267  C3 1.138
28 H 2.53512 -3.24510 0.61726  C3 1.138
29 H 5.13819 -1.21615 1.74364  C5 1.078
30 H 6.29510 0.26816 -0.05328  N6 1.004
31 H 4.78848 0.73021 -1.99084  C7 1.104
32 H -0.06124 -0.12298 -1.46137  N11 1.024
33 H -1.01340 1.93116 -1.19673  C12 1.097
34 H -1.12854 1.47969 1.78735  C13 1.101
35 H -1.88000 2.78053 0.74210  C13 1.107
36 H -3.50093 2.02884 -1.11911  C15 1.074
37 H -5.36467 0.43300 -1.71141  C16 1.074
38 H -6.15746 -2.41529 0.02571  O18 0.966
39 H -4.07530 -2.23250 1.32611  C19 1.081
40 H -2.20700 -0.85849 1.78713  C20 1.096
41 H 2.13790 1.29261 -0.28025  O23 1.000

- structure (SMILES) = N[C@@H](Cc1c[nH]cn1)C(=O)N[C@@H](Cc1ccc(O)cc1)C(=O)O
- ΔE to the lowest compared entry with this formula, charge and spin (kJ/mol) = 175.4
- frontier orbital gap (eV) = 8.76

---

Below is a 2-piece molecular cluster, C15H18O overall, with properties calculated with wB97M-V/def2-TZVPD.

Bonds (Å) are listed after each position.
Positions of all 34 atoms, in Å:
1 C 2.26211 -2.03707 1.73365  C2 1.550, H10 1.040, H11 1.089, H12 1.085
2 C 1.69365 -1.35281 0.46410  C1 1.550, C3 1.587, H13 1.155, H14 1.080
3 C 0.69342 -2.18477 -0.44484  C2 1.587, C4 1.426, C9 1.399
4 C 1.05400 -1.87918 -1.79046  C3 1.426, C5 1.396, H15 1.140
5 C 0.08446 -2.33575 -2.68499  C4 1.396, C6 1.378, H16 1.106
6 C -1.03360 -3.08002 -2.37839  C5 1.378, O7 1.361, C8 1.407
7 O -1.88220 -3.50340 -3.35431  C6 1.361, H17 1.053
8 C -1.33685 -3.30387 -1.02258  C6 1.407, C9 1.378, H18 1.061
9 C -0.45007 -2.88898 -0.05354  C3 1.399, C8 1.378, H19 1.125
10 H 2.86339 -2.86009 1.52886  C1 1.040
11 H 1.38787 -2.43388 2.24810  C1 1.089
12 H 2.90535 -1.45875 2.38819  C1 1.085
13 H 1.02986 -0.48711 0.84268  C2 1.155
14 H 2.44521 -0.86291 -0.13708  C2 1.080
15 H 1.97091 -1.23157 -1.98747  C4 1.140
16 H 0.33262 -2.11031 -3.73858  C5 1.106
17 H -2.25197 -2.93726 -4.16213  O7 1.053
18 H -2.21966 -3.84795 -0.79976  C8 1.061
19 H -0.57472 -3.07612 1.04897  C9 1.125
20 C 0.32029 4.85607 3.02608  C21 1.490, H27 1.060, H28 1.111, H29 1.045
21 C -0.03309 3.70333 2.15097  C20 1.490, C22 1.403, C26 1.416
22 C 0.93598 2.88091 1.55703  C21 1.403, C23 1.470, H30 1.128
23 C 0.71658 2.18185 0.28279  C22 1.470, C24 1.396, H31 1.066
24 C -0.58661 2.26400 -0.21133  C23 1.396, C25 1.405, H32 1.074
25 C -1.59795 2.94388 0.48778  C24 1.405, C26 1.358, H33 1.106
26 C -1.35960 3.54843 1.68008  C21 1.416, C25 1.358, H34 1.070
27 H 1.34237 4.83571 3.30630  C20 1.060
28 H -0.27883 5.01610 3.94812  C20 1.111
29 H 0.17950 5.76758 2.53425  C20 1.045
30 H 1.95294 3.07720 2.00418  C22 1.128
31 H 1.58726 1.79440 -0.19494  C23 1.066
32 H -0.97072 1.83706 -1.11916  C24 1.074
33 H -2.67041 2.99104 0.22172  C25 1.106
34 H -2.14969 4.11799 2.12415  C26 1.070

- structure (SMILES) = CCc1ccc(O)cc1.Cc1ccccc1
- ΔE to the lowest compared entry with this formula, charge and spin (kJ/mol) = 237.4
- frontier orbital gap (eV) = 9.01

---

Below is a 2-piece molecular cluster, C15H18O overall, with properties calculated with wB97M-V/def2-TZVPD.

Bonds (Å) are listed after each position.
Positions of all 34 atoms, in Å:
1 C -0.89865 -1.66108 -2.92097  C2 1.525, H10 1.090, H11 1.084, H12 1.086
2 C -1.20109 -1.34120 -1.46102  C1 1.525, C3 1.524, H13 1.096, H14 1.089
3 C -0.07026 -1.65438 -0.48813  C2 1.524, C4 1.384, C9 1.394
4 C -0.26169 -1.39030 0.85666  C3 1.384, C5 1.392, H15 1.083
5 C 0.66875 -1.75519 1.82596  C4 1.392, C6 1.380, H16 1.078
6 C 1.90873 -2.18910 1.40440  C5 1.380, O7 1.380, C8 1.387
7 O 2.79502 -2.60269 2.37850  C6 1.380, H17 0.973
8 C 2.11722 -2.52706 0.07524  C6 1.387, C9 1.390, H18 1.080
9 C 1.14199 -2.22714 -0.86934  C3 1.394, C8 1.390, H19 1.078
10 H -0.01271 -1.11947 -3.25166  C1 1.090
11 H -1.70190 -1.22617 -3.50427  C1 1.084
12 H -0.85189 -2.72731 -3.12140  C1 1.086
13 H -1.38563 -0.26557 -1.36564  C2 1.096
14 H -2.04139 -1.92536 -1.08734  C2 1.089
15 H -1.17763 -0.88102 1.12972  C4 1.083
16 H 0.40918 -1.70778 2.87068  C5 1.078
17 H 3.71587 -2.45777 2.10067  O7 0.973
18 H 2.96213 -3.09064 -0.29219  C8 1.080
19 H 1.31440 -2.56264 -1.87872  C9 1.078
20 C -0.88621 2.19232 2.67808  C21 1.515, H27 1.090, H28 1.095, H29 1.086
21 C -0.61983 2.38520 1.19942  C20 1.515, C22 1.386, C26 1.394
22 C -1.63046 2.75309 0.32523  C21 1.386, C23 1.395, H30 1.088
23 C -1.36772 2.79706 -1.04438  C22 1.395, C24 1.382, H31 1.077
24 C -0.13820 2.39908 -1.53524  C23 1.382, C25 1.396, H32 1.088
25 C 0.88933 2.08212 -0.64558  C24 1.396, C26 1.384, H33 1.081
26 C 0.66323 2.12779 0.71906  C21 1.394, C25 1.384, H34 1.078
27 H -1.86506 1.76223 2.88777  C20 1.090
28 H -0.95413 3.19607 3.11075  C20 1.095
29 H -0.03871 1.67668 3.11939  C20 1.086
30 H -2.65149 2.74543 0.70031  C22 1.088
31 H -2.22518 2.90508 -1.68758  C23 1.077
32 H 0.17590 2.68513 -2.53734  C24 1.088
33 H 1.86585 1.95045 -1.09115  C25 1.081
34 H 1.35220 1.65416 1.40011  C26 1.078

- structure (SMILES) = CCc1ccc(O)cc1.Cc1ccccc1
- ΔE to the lowest compared entry with this formula, charge and spin (kJ/mol) = 69.3
- frontier orbital gap (eV) = 9.25